{
  "formula": "C19H34Br2O15",
  "method": "ωB97M-V/def2-TZVPD",
  "species": ["C", "C", "C", "O", "C", "O", "O", "H", "H", "H", "H", "H", "H", "C", "C", "C", "O", "C", "O", "O", "H", "H", "H", "H", "H", "H", "Br", "C", "C", "Br", "H", "H", "H", "H", "C", "O", "C", "O", "O", "C", "H", "H", "H", "H", "H", "H", "C", "O", "C", "O", "O", "C", "H", "H", "H", "H", "H", "H", "C", "O", "C", "O", "O", "C", "H", "H", "H", "H", "H", "H"],
  "positions_angstrom": [[-7.17654, -3.22731, -1.50706], [-7.73266, -2.15248, -2.46447], [-7.94870, -2.67328, -3.88894], [-8.93694, -1.87599, -4.32466], [-9.59135, -1.24924, -3.26602], [-10.55114, -0.54338, -3.31379], [-8.98761, -1.61310, -2.16857], [-7.92203, -3.99061, -1.28408], [-6.81891, -2.80433, -0.56829], [-6.27277, -3.77206, -1.78008], [-7.09555, -1.26856, -2.49420], [-8.13971, -3.74631, -3.87309], [-7.09508, -2.40117, -4.50973], [5.19667, 0.90793, 4.77310], [5.16885, -0.63601, 4.72487], [5.38715, -1.36556, 6.03666], [4.41279, -2.30491, 6.19047], [3.62717, -2.20909, 5.14986], [2.81833, -3.06437, 4.83988], [3.90187, -1.10483, 4.41927], [5.02829, 1.32310, 5.76678], [4.60703, 1.36429, 3.97803], [6.17385, 1.17294, 4.36940], [5.91989, -1.04973, 4.05192], [5.29545, -0.76218, 6.93978], [6.38777, -1.79144, 6.11074], [-1.48506, -0.33242, 1.13143], [-0.70951, 1.09241, -0.01917], [0.79188, 1.11973, 0.17512], [1.46349, 2.93102, -0.54593], [-1.15505, 2.03171, 0.30838], [-1.06399, 0.99696, -1.04549], [1.40975, 0.38043, -0.33457], [0.99041, 0.98673, 1.23860], [-2.23764, 6.83391, -3.39023], [-1.41274, 5.77350, -3.81301], [-1.77304, 5.10355, -4.93707], [-2.66148, 5.30853, -5.74205], [-0.81608, 4.12506, -5.12011], [-0.65824, 3.67113, -6.45133], [-1.55412, 7.24297, -2.64619], [-3.19321, 6.51058, -2.97737], [-2.47938, 7.48997, -4.22643], [-1.55600, 3.34457, -6.97618], [-0.08068, 2.76493, -6.26876], [0.06934, 4.24288, -7.02737], [7.88405, 6.10658, -2.81697], [9.29517, 6.13480, -2.98288], [10.19706, 5.99676, -2.02809], [10.12034, 5.91786, -0.80490], [11.40658, 5.93707, -2.64280], [12.63350, 5.92981, -1.89143], [7.74642, 5.17865, -2.26188], [7.32339, 6.15770, -3.75033], [7.47912, 6.77409, -2.05633], [12.83400, 5.01241, -1.33799], [12.73364, 6.57735, -1.02035], [13.40402, 6.13342, -2.63502], [-6.69113, -10.54550, 4.37696], [-6.13739, -9.31292, 4.94595], [-5.46698, -8.46850, 4.25794], [-5.19949, -8.66839, 3.08673], [-5.05863, -7.37649, 5.03666], [-4.00635, -6.56975, 4.66833], [-6.13035, -11.41153, 4.72854], [-6.94307, -10.53767, 3.31651], [-7.64844, -10.90560, 4.75374], [-4.45555, -5.60650, 4.91009], [-3.73624, -6.49875, 3.61471], [-3.12843, -6.73538, 5.29278]],
  "forces_ev_per_angstrom": [[-0.384, 0.481, 0.810], [2.260, -1.031, -0.295], [2.692, -0.193, 1.188], [-3.762, 2.152, -1.097], [-0.826, -0.264, -1.369], [0.641, -0.417, -0.585], [-0.329, -0.408, 2.530], [-0.161, 0.119, -0.005], [-0.563, 0.301, 0.201], [-0.101, 0.244, -1.115], [0.567, -0.199, 0.017], [-0.380, -0.050, -0.350], [0.351, -0.737, 0.075], [1.085, -0.818, -0.988], [0.519, 0.900, 1.001], [2.729, 2.051, 2.450], [-0.415, -1.447, 0.173], [-2.629, -2.605, -2.147], [0.946, 1.905, 0.564], [-1.682, -0.641, -0.927], [-0.122, 0.007, -0.255], [-0.773, -0.286, 0.386], [0.454, 0.266, 0.735], [-0.250, 0.282, -0.638], [0.191, 0.754, -0.167], [-0.058, -0.358, -0.200], [0.273, 0.482, -0.643], [-0.260, 0.238, -0.042], [0.194, 0.620, -0.157], [-0.432, -1.407, 0.725], [0.146, -0.196, 0.398], [0.273, -0.560, 0.079], [-0.485, 0.090, -0.300], [0.292, 0.730, -0.060], [0.050, 0.386, 0.089], [-0.641, -1.855, -1.655], [1.017, -0.418, -1.141], [0.856, 0.272, 1.763], [-1.282, 1.673, 0.486], [1.187, -1.920, 0.192], [-0.781, 0.761, 0.090], [0.174, -0.251, 0.229], [0.296, 0.241, 0.119], [-0.102, 0.699, 0.123], [-0.113, -0.359, -0.197], [-0.660, 0.764, -0.092], [-0.136, -1.345, 2.463], [0.363, 0.897, -1.037], [1.748, -0.281, 2.116], [-1.083, 0.220, -2.015], [-0.256, 0.287, -0.074], [0.071, -0.343, 0.637], [-0.734, -0.546, -0.613], [0.690, -0.011, 0.025], [0.443, 0.917, -0.407], [-0.298, -0.763, -0.806], [-0.716, 1.048, -0.531], [-0.095, -0.083, 0.244], [-0.261, -0.540, -0.072], [-2.507, -1.813, 2.389], [2.256, 1.052, -2.409], [0.223, 1.183, 0.828], [-2.328, -3.949, -0.536], [0.341, 2.117, -0.341], [1.012, 0.400, -0.660], [1.147, 0.413, -0.115], [-0.455, 1.526, 1.028], [0.789, 0.518, 0.040], [-0.190, -0.701, -0.075], [-0.026, -0.201, -0.079]],
  "mulliken_charge": [-1.422, 0.420, -0.388, -0.327, 0.650, -0.521, -0.347, 0.361, 0.349, 0.377, 0.255, 0.315, 0.277, -1.236, 0.533, -0.588, -0.311, 0.628, -0.566, -0.326, 0.335, 0.330, 0.344, 0.285, 0.290, 0.281, -0.168, -0.570, -0.598, -0.177, 0.365, 0.390, 0.378, 0.379, -0.623, -0.251, 0.715, -0.545, -0.270, -0.688, 0.206, 0.294, 0.309, 0.298, 0.251, 0.304, -0.615, -0.279, 0.762, -0.582, -0.308, -0.656, 0.298, 0.233, 0.303, 0.289, 0.308, 0.248, -0.696, -0.314, 0.806, -0.581, -0.299, -0.622, 0.290, 0.311, 0.293, 0.234, 0.327, 0.251],
  "spin_multiplicity": 1,
  "smiles": "C[C@H]1COC(=O)O1.C[C@H]1COC(=O)O1.COC(=O)OC.COC(=O)OC.COC(=O)OC.BrCCBr",
  "e_above_lowest_kj_mol": 43.0,
  "orbital_gap_ha": 0.392,
  "e_tot_ha": -7020.90069
}

{
  "formula": "C22H43N9O4",
  "method": "ωB97M-V/def2-TZVPD",
  "species": ["C", "C", "N", "H", "H", "H", "C", "C", "N", "H", "H", "H", "C", "C", "N", "H", "H", "H", "C", "C", "N", "H", "H", "H", "C", "C", "N", "H", "H", "H", "C", "O", "N", "C", "C", "H", "H", "H", "H", "H", "H", "H", "C", "O", "N", "C", "C", "H", "H", "H", "H", "H", "H", "H", "C", "O", "N", "C", "C", "H", "H", "H", "H", "H", "H", "H", "C", "O", "N", "C", "C", "H", "H", "H", "H", "H", "H", "H"],
  "positions_angstrom": [[5.31942, -2.20953, 1.76832], [4.62253, -1.63924, 0.64252], [4.01686, -1.21987, -0.23619], [4.75308, -3.02790, 2.24845], [5.45535, -1.42309, 2.50191], [6.30374, -2.45473, 1.38571], [0.00095, -2.62580, 4.11466], [1.40245, -2.70822, 3.70131], [2.51022, -2.79671, 3.33563], [-0.52591, -3.55063, 3.95687], [-0.42284, -1.77915, 3.61475], [-0.00306, -2.43824, 5.24278], [-4.20278, 2.02729, 0.84658], [-4.91414, 1.60357, 2.03031], [-5.56090, 1.19314, 2.89679], [-3.80252, 1.21237, 0.27060], [-3.29412, 2.59909, 1.09281], [-4.76078, 2.65524, 0.16678], [-1.08485, -3.18706, -3.14375], [-0.98225, -3.74227, -1.73768], [-0.90832, -4.29992, -0.75988], [-0.78695, -3.94858, -3.88019], [-0.49661, -2.25689, -3.09238], [-2.08181, -2.91006, -3.38865], [0.61588, -1.40258, 0.57082], [-0.67124, -0.88672, 0.08281], [-1.61354, -0.45159, -0.39413], [0.72554, -1.03903, 1.61453], [1.47827, -1.16086, -0.03227], [0.57456, -2.50141, 0.54902], [1.25087, 1.41236, 3.63255], [1.21998, 0.21215, 3.41327], [0.73800, 2.37658, 2.77221], [0.47217, 3.68589, 3.41538], [0.05565, 2.01878, 1.60774], [1.66954, 1.86939, 4.54474], [0.95876, 4.48108, 2.86061], [0.84781, 3.62311, 4.42818], [-0.57975, 3.88322, 3.41500], [0.51498, 1.14606, 1.21346], [-1.04367, 1.85707, 1.79146], [0.15077, 2.78945, 0.83807], [2.35213, 2.55479, -1.38896], [2.11996, 1.46181, -0.94758], [1.41840, 3.34937, -1.93286], [1.94561, 4.50576, -2.67942], [0.05184, 3.00910, -1.89327], [3.39030, 2.94226, -1.34316], [2.98240, 4.67451, -2.34990], [1.44855, 5.47138, -2.37989], [1.90823, 4.36499, -3.76731], [-0.58863, 3.59047, -1.22829], [-0.43898, 2.88291, -2.87505], [0.02199, 1.98722, -1.43943], [-5.86609, -2.93913, 3.49464], [-5.64827, -3.50066, 4.51784], [-4.98485, -2.79001, 2.49111], [-5.24588, -1.86306, 1.39143], [-3.60330, -3.14455, 2.73049], [-6.83522, -2.47058, 3.24561], [-4.86011, -2.21756, 0.42782], [-4.81057, -0.87821, 1.54650], [-6.32812, -1.70333, 1.28208], [-3.20489, -3.62027, 1.82990], [-2.96609, -2.27810, 3.01219], [-3.50604, -3.87912, 3.54196], [2.34772, 1.78431, -4.90710], [1.54806, 2.49015, -5.50971], [2.96471, 0.69946, -5.41555], [3.53867, -0.31979, -4.56093], [2.42978, 0.28083, -6.71452], [2.64952, 1.98835, -3.85424], [2.74857, -1.06375, -4.30819], [4.06114, 0.10212, -3.69779], [4.23119, -0.84598, -5.19795], [3.23259, -0.19736, -7.32273], [1.70092, -0.51503, -6.46965], [1.87339, 1.10093, -7.22962]],
  "forces_ev_per_angstrom": [[0.188, 0.117, 0.293], [-0.877, -0.099, -0.117], [0.076, 0.074, -0.287], [0.416, 0.342, -0.491], [-0.020, 0.085, 0.263], [0.210, -0.571, 0.300], [1.020, 0.305, 2.144], [2.396, -0.577, -0.946], [-2.544, 0.166, 0.906], [-0.170, -0.267, -0.365], [-0.523, 0.359, -0.220], [-0.095, -0.093, -1.510], [1.400, 0.826, -0.218], [-1.074, -0.522, 0.579], [0.751, 0.528, -0.630], [-0.092, -0.783, -0.118], [-0.373, -0.046, 0.272], [-0.557, 0.083, 0.118], [0.935, -0.154, 1.718], [-0.687, 1.006, -4.020], [0.243, -1.007, 2.471], [0.397, 0.487, 0.415], [0.043, -0.487, -0.682], [-0.957, 0.198, 0.157], [-0.798, -0.670, 0.991], [1.646, -0.358, -0.321], [-1.027, 0.366, -0.156], [0.318, -0.301, -0.682], [0.038, 0.710, -0.248], [-0.182, 0.248, 0.280], [-0.926, 0.085, -1.353], [0.175, 0.702, 0.284], [1.246, 0.550, 3.330], [0.677, -0.973, -1.012], [-1.648, 0.271, -0.957], [0.073, -0.275, -0.071], [0.181, 0.185, 0.015], [-0.006, 0.347, 0.145], [-0.777, 0.082, 0.174], [0.115, -0.771, -0.397], [0.828, -0.065, -0.181], [0.024, 0.054, 0.191], [0.358, -0.436, 0.333], [-0.140, -1.253, 0.740], [1.556, 2.307, -0.875], [-0.404, 1.072, 0.820], [-1.467, -2.348, 0.128], [-0.341, 0.285, -0.329], [-0.230, -0.294, -0.341], [0.030, -1.029, -0.436], [-0.139, 0.008, 0.276], [0.256, 0.626, -0.167], [0.426, 0.434, 0.213], [-0.047, 0.643, -0.402], [-0.901, 1.076, -1.429], [0.248, -1.047, 1.977], [0.800, 0.634, -0.759], [-0.402, -0.067, -0.175], [0.717, -0.371, 0.023], [-0.124, -0.094, 0.085], [-0.035, -0.311, 0.319], [0.187, -0.052, 0.278], [0.281, -0.178, 0.110], [0.152, 0.230, 0.017], [-0.453, -0.239, -0.300], [-0.397, 0.297, -0.224], [-0.081, 0.463, 0.526], [0.408, -0.116, 0.501], [-0.673, 0.949, -0.745], [-0.608, -0.406, -0.588], [-0.074, -1.018, 0.032], [-0.103, -0.037, -0.384], [0.524, 0.468, 0.374], [-0.366, -0.144, -0.085], [0.588, -0.298, 0.087], [-0.559, 0.610, 0.278], [0.055, 0.144, -0.467], [0.894, -0.661, 0.525]],
  "mulliken_charge": [-0.822, 0.419, -0.428, 0.285, 0.248, 0.345, -0.584, 0.413, -0.473, 0.335, 0.063, 0.323, -0.584, 0.400, -0.420, 0.166, 0.139, 0.369, -0.661, 0.386, -0.439, 0.321, 0.145, 0.281, 0.008, 0.432, -0.610, -0.259, 0.065, 0.483, -0.064, -0.495, 0.186, -0.961, -0.245, 0.275, 0.273, 0.359, 0.327, -0.358, 0.251, 0.212, -0.172, -0.463, 0.355, -0.888, -0.962, 0.299, 0.274, 0.318, 0.300, 0.341, 0.354, 0.168, 0.157, -0.549, 0.083, -0.672, -1.028, 0.246, 0.304, 0.079, 0.306, 0.317, 0.366, 0.321, 0.739, -0.643, -0.026, -0.771, -0.915, -0.113, 0.227, 0.351, 0.307, 0.272, 0.321, 0.291],
  "spin_multiplicity": 1,
  "smiles": "CN(C)C=O.CN(C)C=O.CN(C)C=O.CN(C)C=O.CC#N.CC#N.CC#N.CC#N.CC#N",
  "orbital_gap_ha": 0.344,
  "e_tot_ha": -1657.76467
}

{
  "formula": "C3H6O",
  "method": "ωB97M-V/def2-TZVPD",
  "species": ["C", "C", "C", "H", "H", "H", "H", "H", "H", "O"],
  "positions_angstrom": [[-0.72274, 0.57813, 0.13258], [0.71617, 0.54243, -0.04496], [1.64194, -0.50196, 0.03598], [-2.38115, -0.55086, -0.45322], [-0.81078, 1.55082, -0.64088], [-0.97106, 1.07075, 1.11031], [0.97367, 1.62186, -0.45281], [2.76366, -0.29451, -0.09024], [1.39313, -1.54652, 0.10728], [-1.34747, -0.69539, -0.04025]],
  "forces_ev_per_angstrom": [[-0.942, 2.349, -1.076], [4.254, -0.775, -0.640], [-0.272, 3.251, -0.782], [4.542, -0.488, 1.917], [-1.702, -2.851, 1.228], [0.036, -0.618, -0.560], [0.731, -2.321, 1.486], [-1.940, -0.151, -0.002], [-0.422, -0.050, 0.418], [-4.285, 1.654, -1.987]],
  "mulliken_charge": [-0.107, -0.113, -0.680, 0.331, 0.168, 0.260, 0.163, 0.214, 0.295, -0.531],
  "spin_multiplicity": 1,
  "smiles": "C=CCO",
  "e_above_lowest_kj_mol": 279.7,
  "orbital_gap_ha": 0.362,
  "e_tot_ha": -193.03667
}

{
  "formula": "C4H10Br2Si",
  "method": "ωB97M-V/def2-TZVPD",
  "species": ["C", "C", "C", "C", "Si", "Br", "Br", "H", "H", "H", "H", "H", "H", "H", "H", "H", "H"],
  "positions_angstrom": [[0.33334, 1.81045, 1.13590], [-1.55613, 0.24638, 0.74010], [0.50981, -2.37968, -0.89514], [-0.29952, 0.77712, 0.22928], [0.88659, -0.58783, -0.41523], [0.62141, 0.28666, -3.65260], [3.03882, -0.16414, 0.06337], [-0.39673, 2.57527, 1.40592], [0.55380, 1.35075, 2.07831], [1.10203, 2.28585, 0.74712], [-2.22030, -0.06923, 0.03170], [-2.04063, 1.15827, 1.11959], [-1.43975, -0.37294, 1.54402], [1.41205, -2.99575, -0.97532], [-0.23080, -3.09314, -0.46634], [0.31878, -2.18038, -1.95416], [-0.59276, 1.35233, -0.73650]],
  "forces_ev_per_angstrom": [[-3.693, -1.954, 2.024], [-0.642, 2.917, 1.027], [0.403, -0.297, -0.229], [1.338, 1.171, -3.408], [0.236, 0.474, -1.288], [0.163, -0.464, 1.816], [-1.048, -0.313, -0.243], [-0.288, -0.008, -0.292], [0.647, -0.221, 0.657], [3.930, 1.974, -1.805], [-1.465, -1.511, -1.922], [-0.285, -0.298, 0.283], [0.060, -1.972, 2.051], [0.317, 0.472, 0.381], [0.097, 1.258, -0.035], [-0.588, -0.143, -0.120], [0.819, -1.084, 1.104]],
  "mulliken_charge": [-1.846, -1.751, -0.863, 0.766, 0.556, -0.603, -0.219, 0.425, 0.410, 0.545, 0.481, 0.416, 0.478, 0.328, 0.353, 0.258, 0.266],
  "spin_multiplicity": 1,
  "e_above_lowest_kj_mol": 214.3,
  "orbital_gap_ha": 0.268,
  "e_tot_ha": -5595.91783
}